Record 1
The following is a quantum chemistry calculation of 2 unconnected molecules or ions with the total composition C4H9N2O at a distorted geometry, from the Open Molecules 2025 dataset.

Each atom is followed by the atoms it is bonded to, with distances in Å.
CARTESIAN COORDINATES (ANGSTROEM)
1 C -0.28175 2.64970 1.04519  N5 1.225, H8 1.138, H9 1.139
2 C 0.04042 -0.06988 -0.10197  N6 1.302, O7 1.258
3 C 1.04831 -1.81800 1.11189  N6 1.453, H10 1.144, H11 1.072, H12 1.061
4 C -0.83083 -0.35071 -2.29926  O7 1.454, H13 1.106, H14 1.053, H15 1.151
5 N -0.45312 2.12800 -0.04959  C1 1.225
6 N 0.56411 -0.45055 1.02751  C2 1.302, C3 1.453, H16 1.013
7 O -0.13452 -0.80681 -1.10665  C2 1.258, C4 1.454
8 H -0.43557 3.77728 1.04435  C1 1.138
9 H -0.26277 2.10837 2.04744  C1 1.139
10 H 0.19483 -2.54942 0.90146  C3 1.144
11 H 1.48641 -1.95878 2.08040  C3 1.072
12 H 1.72864 -2.01573 0.32148  C3 1.061
13 H -1.93120 -0.23780 -2.29403  C4 1.106
14 H -0.60394 -1.20180 -2.87668  C4 1.053
15 H -0.45519 0.67022 -2.67676  C4 1.151
16 H 0.32617 0.12592 1.82523  N6 1.013

Properties
energy above the lowest of the compared OMol25 structures with the same formula, charge and spin	134.34	kcal per mole
total charge	+1
calculated total energy	-342.143185	a.u.
F_max	3.865	eV Å⁻¹
M	101.13	g/mol

Charges in e, computed with Löwdin, in the same order as the atoms: atom 1 (C): -0.110, atom 2 (C): -0.127, atom 3 (C): -0.013, atom 4 (C): 0.023, atom 5 (N): 0.139, atom 6 (N): 0.045, atom 7 (O): 0.018, atom 8 (H): 0.130, atom 9 (H): 0.105, atom 10 (H): 0.134, atom 11 (H): 0.098, atom 12 (H): 0.089, atom 13 (H): 0.115, atom 14 (H): 0.085, atom 15 (H): 0.136, atom 16 (H): 0.134

***

Record 2
The following is a quantum chemistry calculation of a gas-phase ion, C4H9N2O2 (charge -1) at a distorted geometry, from the Open Molecules 2025 dataset.

Each atom is followed by the atoms it is bonded to, with distances in Å.
CARTESIAN COORDINATES (ANGSTROEM)
1 C -0.31117 -0.59809 -0.59197  C2 1.542, N5 1.471, H9 1.108, H10 1.100
2 C 0.02919 -0.64215 0.91110  C1 1.542, C3 1.675, H11 1.089, H12 1.076
3 C -1.41996 -1.06796 1.63630  C2 1.675, O4 1.339, H13 1.114, H14 1.121
4 O -1.41076 -1.21351 2.96734  C3 1.339
5 N -0.36797 0.75886 -1.15604  C1 1.471, C6 1.345, H15 1.002
6 C 0.67926 1.59650 -1.26056  N5 1.345, N7 1.405, O8 1.223
7 N 1.93514 1.05932 -0.93045  C6 1.405, H16 1.005, H17 1.007
8 O 0.60068 2.69806 -1.78679  C6 1.223
9 H 0.53154 -1.08053 -1.12549  C1 1.108
10 H -1.16362 -1.23485 -0.87083  C1 1.100
11 H 0.76742 -1.43302 1.03952  C2 1.089
12 H 0.41694 0.22688 1.41320  C2 1.076
13 H -2.05134 -0.16614 1.46303  C3 1.114
14 H -1.59070 -2.09230 1.21336  C3 1.121
15 H -1.20161 0.94777 -1.67913  N5 1.002
16 H 2.65322 1.72439 -1.16029  N7 1.005
17 H 1.90376 0.51677 -0.08231  N7 1.007

Properties
SMILES string	NC(=O)NCCC[O-]
energy above the lowest of the compared OMol25 structures with the same formula, charge and spin	53.53	kcal per mole
total charge	-1
calculated total energy	-417.797332	a.u.
F_max	3.099	eV Å⁻¹
M	117.13	g/mol

Charges in e, computed with Löwdin, in the same order as the atoms: atom 1 (C): -0.236, atom 2 (C): -0.191, atom 3 (C): -0.529, atom 4 (O): -0.395, atom 5 (N): 0.058, atom 6 (C): -0.637, atom 7 (N): 0.143, atom 8 (O): -0.011, atom 9 (H): 0.095, atom 10 (H): 0.106, atom 11 (H): 0.081, atom 12 (H): 0.081, atom 13 (H): 0.082, atom 14 (H): 0.076, atom 15 (H): 0.131, atom 16 (H): 0.087, atom 17 (H): 0.060